P | The following is a DFT calculation (wB97M-V/def2-TZVPD) of 2 unconnected molecules or ions with the total composition C4H12N4.

Last column: Löwdin charge in e.
CARTESIAN COORDINATES (ANGSTROEM)
H: -1.8868 0.4195 1.7915  0.05
N: -1.1279 0.3150 1.1255  0.07
C: -1.4757 0.6196 -0.0906  -0.53
C: -2.8711 1.0445 -0.4870  -0.04
N: -0.5967 0.6683 -1.1221  -0.01
N: 0.4971 -0.0326 -1.1944  -0.07
C: 0.3429 -1.4807 -1.0395  -0.11
H: -3.4146 1.4670 0.3631  0.07
H: -3.4334 0.1807 -0.8487  0.08
H: -2.8412 1.8037 -1.2686  0.07
H: 0.0859 -1.8653 -2.0251  0.08
H: -0.3980 -1.7850 -0.2985  0.07
H: 1.3226 -1.8740 -0.7582  0.06
C: 2.7371 -0.2641 0.9303  -0.13
N: 1.5312 0.4047 0.4702  -0.05
H: 2.4853 -1.2641 1.2830  0.07
H: 3.2109 0.2805 1.7525  0.07
H: 3.4435 -0.3454 0.1044  0.08
H: 1.6991 1.3734 0.2151  0.11
H: 0.6898 0.3344 1.0969  0.06

Calculated values
SMILES string: [H]/N=C(C)/N=N\C.CN
HOMO-LUMO gap: 8.9 eV
lowest unoccupied orbital energy: 0.80 eV

***

Q | The following is a DFT calculation (wB97M-V/def2-TZVPD) of C4H12N4 in the gas phase.

Last column: Löwdin charge in e.
CARTESIAN COORDINATES (ANGSTROEM)
H: -2.0081 2.1644 0.1820  0.04
N: -1.0024 2.0378 0.1082  0.12
C: -0.5646 0.9429 0.5970  -0.53
N: -1.3309 -0.0943 1.0543  -0.01
C: -0.8517 -1.1318 1.9371  -0.10
N: 0.8249 0.6762 0.5352  0.02
N: 1.3042 0.1167 -0.7451  -0.24
C: 0.9877 -1.2921 -0.8365  -0.12
C: 0.8507 0.8587 -1.8971  -0.13
H: -2.3223 0.0925 1.0978  0.13
H: -1.1748 -2.1103 1.5809  0.08
H: -1.2179 -0.9818 2.9552  0.08
H: 0.2338 -1.1047 1.9589  0.07
H: 1.3088 1.5672 0.6183  0.12
H: 1.3734 -1.7980 0.0471  0.08
H: 1.4916 -1.6893 -1.7183  0.08
H: -0.0912 -1.4903 -0.9224  0.08
H: 0.8816 1.9395 -1.6440  0.08
H: 1.5025 0.6270 -2.7371  0.08
H: -0.1955 0.6699 -2.1715  0.08

Calculated values
SMILES string: [H]/N=C(\NC)NN(C)C
HOMO-LUMO gap: 9.6 eV
lowest unoccupied orbital energy: 0.94 eV

***

R | The following is a DFT calculation (wB97M-V/def2-TZVPD) of C4H12N4 in the gas phase.

Last column: Löwdin charge in e.
CARTESIAN COORDINATES (ANGSTROEM)
C: 1.4254 1.4817 -1.6628  0.02
C: 0.9072 1.6396 -0.4405  -0.13
C: 0.1234 0.7004 0.4362  -0.42
N: -1.2336 1.2169 0.5512  0.05
N: -0.0347 -0.6991 0.1252  -0.24
C: -0.3486 -1.2196 -1.1808  -0.09
N: 0.2322 -1.6809 1.1004  -0.12
N: -0.6141 -1.5630 2.2315  -0.01
H: 1.3299 0.5698 -2.2368  0.04
H: 1.9577 2.3032 -2.1368  0.05
H: 1.0638 2.6131 0.0299  0.10
H: 0.5888 0.7929 1.4264  0.13
H: -1.7930 0.3783 0.7019  0.06
H: -1.5166 1.5317 -0.3745  0.07
H: -0.9920 -2.1050 -1.1067  0.08
H: -0.9005 -0.4935 -1.7862  0.08
H: 0.5532 -1.5171 -1.7267  0.07
H: 1.2264 -1.7841 1.3374  0.12
H: -1.5821 -1.4373 1.9336  0.07
H: -0.3927 -0.7281 2.7781  0.06

Calculated values
SMILES string: C=C[C@@H](N)N(C)NN
HOMO-LUMO gap: 9.1 eV
lowest unoccupied orbital energy: 0.97 eV

***

Which is most stable, and by how much? Q, by 167.4 kJ/mol.

***

P | The following is a DFT calculation (wB97M-V/def2-TZVPD) of a molecular structure, C4H12N4.

Last column: Löwdin charge in e.
CARTESIAN COORDINATES (ANGSTROEM)
C: -1.4565 0.5045 -0.4339  -0.29
C: -0.8800 -1.8111 -0.6716  -0.19
C: 1.4759 0.3459 -1.2394  0.06
N: -0.6556 0.5659 0.8232  -0.18
N: -0.7461 -0.4709 -1.1648  -0.15
N: -0.8327 1.8222 1.4403  0.02
C: 1.4057 -0.4473 1.3214  -0.03
N: 0.8559 0.3987 0.5403  -0.08
H: -0.4404 2.5803 0.8788  0.08
H: -0.3682 1.8068 2.3406  0.07
H: -2.4881 0.2608 -0.1493  0.11
H: -1.4190 1.4708 -0.9576  0.10
H: -0.4130 -2.5085 -1.3715  0.06
H: -1.9335 -2.1024 -0.5452  0.08
H: -0.4048 -1.9873 0.3196  0.05
H: 1.5240 -0.6067 -1.7493  0.04
H: 1.0183 1.1218 -1.8378  0.05
H: 2.4604 0.6336 -0.8713  0.04
H: 2.4667 -0.6559 1.2162  0.08
H: 0.8310 -0.9213 2.1114  0.08

Calculated values
HOMO-LUMO gap (alpha / beta): 7.9 / 6.4 eV
lowest unoccupied orbital energy (alpha / beta): 0.29 / 0.01 eV

***

Q | The following is a DFT calculation (wB97M-V/def2-TZVPD) of a molecular structure, C4H12N4.

Last column: Löwdin charge in e.
CARTESIAN COORDINATES (ANGSTROEM)
C: 0.2699 -1.3079 -2.0301  -0.20
C: 1.1404 2.5458 1.1781  -0.23
N: -0.6112 -1.4530 -0.8897  -0.27
N: 0.9276 1.2275 1.7381  -0.12
C: -0.7277 0.2674 0.3268  -0.18
N: -0.4376 -2.6989 -0.2495  -0.05
N: -1.9059 0.8439 0.4318  0.15
C: 0.4358 -0.1338 0.5583  0.03
H: 0.2357 1.2676 2.4875  0.05
H: 0.2986 -3.2833 -0.6414  0.06
H: -1.2925 -3.2442 -0.2501  0.06
H: -2.2813 1.2131 -0.4333  0.12
H: -2.5239 0.5821 1.1875  0.12
H: 1.2931 -0.7785 0.5569  0.10
H: 0.0224 -2.0413 -2.8137  0.07
H: 0.1486 -0.3054 -2.4467  0.07
H: 1.3379 -1.4486 -1.7873  0.06
H: 1.8595 2.4810 0.3550  0.07
H: 0.2331 3.0452 0.7953  0.05
H: 1.5774 3.2215 1.9265  0.06

Calculated values
HOMO-LUMO gap (alpha / beta): 6.9 / 6.9 eV
lowest unoccupied orbital energy (alpha / beta): 0.70 / 0.70 eV

***

Which is most stable, and by how much? P, by 5.7 kJ/mol.

***

P | The following is a DFT calculation (wB97M-V/def2-TZVPD) of C4H12N4 in the gas phase.

Last column: Löwdin charge in e.
CARTESIAN COORDINATES (ANGSTROEM)
C: 2.1510 1.3176 -1.7554  -0.01
N: 2.0169 1.1071 -0.4870  -0.05
N: 0.7665 0.7184 -0.1596  -0.29
N: 0.4755 1.3727 1.0781  0.05
C: 0.5501 -0.7572 -0.0328  -0.18
N: -0.8454 -1.2139 0.0855  -0.24
C: -1.7804 -0.4378 -0.7198  -0.12
C: -1.2904 -1.3107 1.4695  -0.13
H: 1.3311 1.2087 -2.4869  0.08
H: 3.1294 1.6333 -2.1506  0.06
H: 1.2402 1.1785 1.7244  0.07
H: 0.5387 2.3771 0.9118  0.08
H: 1.1717 -1.1692 0.7748  0.12
H: 0.9367 -1.2181 -0.9512  0.11
H: -1.4303 -0.3472 -1.7540  0.08
H: -2.7506 -0.9458 -0.7633  0.08
H: -1.9531 0.5679 -0.3200  0.07
H: -2.2793 -1.7822 1.5159  0.08
H: -0.6199 -1.9572 2.0474  0.08
H: -1.3582 -0.3423 1.9732  0.07

Calculated values
SMILES string: C=NN(N)CN(C)C
HOMO-LUMO gap: 9.6 eV
lowest unoccupied orbital energy: 1.11 eV

***

Q | The following is a DFT calculation (wB97M-V/def2-TZVPD) of C4H12N4 in the gas phase.

Last column: Löwdin charge in e.
CARTESIAN COORDINATES (ANGSTROEM)
H: -1.0589 0.8489 1.7788  0.02
N: -1.0726 1.5349 1.0280  0.11
C: -0.3208 1.2660 0.0393  -0.47
N: -0.4798 2.0820 -1.0851  0.10
C: 0.4297 -0.0492 -0.1776  -0.57
C: 1.0839 -0.2098 1.2012  -0.05
N: 1.3597 -0.0446 -1.2959  0.01
C: -0.5462 -1.1847 -0.5157  -0.25
N: -1.4947 -1.6499 0.5347  -0.03
H: 0.3490 2.1436 -1.7207  0.10
H: -1.0733 2.8751 -0.9138  0.08
H: 1.5888 0.7089 1.4671  0.08
H: 1.8998 -0.8965 1.1798  0.07
H: 0.2416 -0.3741 1.9580  0.09
H: 2.2772 -0.6073 -1.0694  0.12
H: 1.0338 -0.5413 -2.2344  0.13
H: -1.1279 -0.8449 -1.4681  0.14
H: 0.1094 -2.0024 -0.8525  0.11
H: -0.8289 -1.9939 1.2791  0.07
H: -2.3699 -1.0607 0.8672  0.13

Calculated values
SMILES string: [H]/N=C(/N)[C@](C)(N)CN
HOMO-LUMO gap: 9.7 eV
lowest unoccupied orbital energy: 0.87 eV

***

Which is most stable, and by how much? Q, by 176.1 kJ/mol.

***

P | The following is a DFT calculation (wB97M-V/def2-TZVPD) of 2 unconnected molecules or ions with the total composition C10H13NO.

Last column: Löwdin charge in e.
CARTESIAN COORDINATES (ANGSTROEM)
C: -1.8939 1.9747 1.0937  -0.04
C: -1.6261 1.0761 -0.0701  -0.23
C: -1.5986 1.4318 -1.3774  -0.06
N: -1.1103 0.3845 -2.1414  0.07
C: -0.8065 -0.6587 -1.3161  -0.22
C: -0.2911 -1.9285 -1.5663  -0.03
C: 0.0146 -2.7561 -0.5014  -0.10
C: -0.2837 -2.3711 0.8133  -0.10
C: -0.8730 -1.1439 1.0674  -0.03
C: -1.1315 -0.2820 0.0069  -0.14
H: -2.7842 2.5981 1.0347  0.08
H: -1.0474 2.6433 1.1961  0.07
H: -1.8881 1.4728 2.0426  0.06
H: -1.9813 2.2997 -1.8434  0.11
H: -1.0467 0.3300 -3.1390  0.15
H: -0.1375 -2.3051 -2.5671  0.10
H: 0.5126 -3.6845 -0.7241  0.09
H: -0.0045 -2.9731 1.6677  0.10
H: -1.1723 -0.9251 2.0834  0.11
C: 3.0101 1.1742 0.7281  -0.15
O: 3.3530 -0.1140 1.2443  -0.14
H: 3.3636 1.8875 1.4629  0.08
H: 1.9961 1.1350 0.3700  0.06
H: 3.6117 1.3969 -0.1672  0.08
H: 3.8151 -0.6625 0.6025  0.07

Calculated values
SMILES string: Cc1c[nH]c2ccccc12.CO
HOMO-LUMO gap: 8.7 eV
lowest unoccupied orbital energy: 0.86 eV

***

Q | The following is a DFT calculation (wB97M-V/def2-TZVPD) of 2 unconnected molecules or ions with the total composition C10H13NO.

Last column: Löwdin charge in e.
CARTESIAN COORDINATES (ANGSTROEM)
C: 1.3949 0.3480 3.8693  -0.05
C: 0.6266 -0.2941 2.7035  -0.22
C: -0.2167 -1.3357 2.7695  -0.12
N: -0.7193 -1.7047 1.5539  0.04
C: -0.2315 -0.7802 0.6131  -0.18
C: -0.3770 -0.5077 -0.7726  -0.04
C: -0.0687 0.7047 -1.3572  -0.10
C: 0.3724 1.7306 -0.4898  -0.07
C: 0.6958 1.5479 0.9351  0.00
C: 0.3976 0.2630 1.3545  -0.17
H: 2.4805 0.5734 3.7900  0.07
H: 1.1690 -0.0348 4.8585  0.06
H: 0.9725 1.4673 3.7876  0.11
H: -0.4936 -2.0150 3.5501  0.12
H: -1.1330 -2.6663 1.2613  0.20
H: -0.7590 -1.2986 -1.3766  0.09
H: -0.2517 0.6939 -2.4773  0.08
H: 0.5662 2.8478 -0.7491  0.11
H: 1.2101 2.0876 1.6150  0.06
C: -1.3228 0.4250 -4.7565  -0.15
O: -0.1945 -0.4295 -4.4062  -0.17
H: -2.2919 -0.1338 -4.4853  0.09
H: -1.1863 1.0047 -5.6647  0.07
H: -1.6145 1.0165 -3.7696  0.09
H: 0.2994 -0.7827 -5.1808  0.09

Calculated values
SMILES string: Cc1c[nH]c2ccccc12.CO
HOMO-LUMO gap: 8.4 eV
lowest unoccupied orbital energy: 0.83 eV

***

Which is most stable, and by how much? P, by 250.6 kJ/mol.

***

P | The following is a DFT calculation (wB97M-V/def2-TZVPD) of a molecular structure, C10H13NO.

Last column: Löwdin charge in e.
CARTESIAN COORDINATES (ANGSTROEM)
O: -0.9492 1.1014 -2.4850  0.08
C: -0.6371 0.3225 -1.5902  -0.41
C: -1.9341 -1.6784 0.3771  -0.07
C: -0.7746 -2.4265 0.3721  -0.08
N: 0.4355 -0.5141 -1.6025  0.17
C: -1.8997 -0.1457 0.5541  -0.09
C: 0.5730 -1.7450 0.5683  -0.10
C: 1.3000 1.9564 0.0039  -0.16
C: -0.1320 1.8587 0.5145  -0.09
C: 1.8372 0.5008 0.0585  -0.11
C: -0.6000 0.5046 -0.0837  -0.26
C: 0.6594 -0.3884 -0.1919  -0.43
H: -2.8950 -2.1372 0.2423  0.08
H: -0.8551 -3.5111 0.2307  0.10
H: 1.1805 -0.2072 -2.2662  0.17
H: -2.7881 0.3728 0.1437  0.12
H: -1.8795 0.0959 1.6318  0.11
H: 0.7675 -1.6066 1.6440  0.12
H: 1.3716 -2.4131 0.1548  0.12
H: 1.9248 2.6045 0.6138  0.11
H: 1.2830 2.2816 -1.0398  0.11
H: -0.7258 2.7088 0.1995  0.12
H: -0.1350 1.7550 1.6032  0.12
H: 2.6257 0.3941 -0.7207  0.13
H: 2.2470 0.3163 1.0679  0.12

Calculated values
HOMO-LUMO gap: 10.1 eV
lowest unoccupied orbital energy: 0.84 eV

***

Q | The following is a DFT calculation (wB97M-V/def2-TZVPD) of 2 unconnected molecules or ions with the total composition C10H13NO.

Last column: Löwdin charge in e.
CARTESIAN COORDINATES (ANGSTROEM)
C: 1.0146 -2.6924 1.9666  -0.06
C: 0.6820 -1.6389 0.9667  -0.24
C: 1.6094 -0.9040 0.2993  -0.06
N: 0.9964 0.0081 -0.5405  0.08
C: -0.3603 -0.1296 -0.3895  -0.22
C: -1.4151 0.5552 -1.0018  -0.02
C: -2.6943 0.1256 -0.7227  -0.11
C: -2.9342 -0.9808 0.1143  -0.11
C: -1.9037 -1.6333 0.7517  -0.03
C: -0.6078 -1.1575 0.5336  -0.14
H: 0.4306 -2.6251 2.8850  0.07
H: 2.0651 -2.6371 2.2496  0.07
H: 0.8184 -3.7011 1.5849  0.08
H: 2.6918 -0.9078 0.3708  0.12
H: 1.4246 0.8358 -0.9346  0.11
H: -1.1916 1.3280 -1.7286  0.11
H: -3.5487 0.5368 -1.2379  0.09
H: -3.9522 -1.3552 0.1830  0.10
H: -2.0383 -2.4899 1.3971  0.11
C: 2.2105 3.8480 -0.4629  -0.13
O: 1.8340 2.7461 -1.2918  -0.14
H: 1.7492 4.7777 -0.7916  0.08
H: 3.2934 3.9295 -0.4039  0.08
H: 1.8788 3.5958 0.5394  0.08
H: 2.0808 2.9228 -2.2054  0.09

Calculated values
SMILES string: Cc1c[nH]c2ccccc12.CO
HOMO-LUMO gap: 8.1 eV
lowest unoccupied orbital energy: 0.55 eV

***

Which is most stable, and by how much? Q, by 84.6 kJ/mol.